The following is a DFT calculation (ωB97M-V with the def2-TZVPD basis set) of an isolated molecule of C23H29N5O at a distorted geometry.

Each line ends with the Löwdin charge.
Atoms and positions in Å:
C 0.319784 -4.192559 -1.007440  -0.099
C -0.261508 -3.463515 -2.212034  -0.239
H -0.305347 -4.151568 -3.059798  0.111
H 0.413834 -2.651586 -2.486458  0.081
C -1.678539 -2.919962 -1.963265  -0.149
C -1.773779 -1.897565 -0.852634  -0.114
C -1.344145 -0.594753 -1.077459  -0.179
N -1.558939 0.348293 -0.116551  0.151
C -1.478120 1.727314 -0.116521  -0.146
C -1.384973 2.677401 -1.124237  -0.034
C -1.380481 4.005403 -0.747864  -0.091
C -1.483609 4.387753 0.591482  -0.098
C -1.647831 3.457885 1.593726  -0.016
C -1.672394 2.112416 1.235396  -0.237
N -1.919291 1.020835 2.012474  0.181
C -1.887402 -0.003268 1.202433  -0.226
C -2.234448 -1.348946 1.461966  -0.117
C -2.267970 -2.265097 0.421910  -0.151
C -2.797943 -3.640864 0.691353  -0.014
H -3.106193 -3.725362 1.730258  0.074
H -3.664934 -3.839125 0.060884  0.099
H -2.049205 -4.404076 0.493198  0.076
C -2.589425 -1.696939 2.779514  -0.201
N -2.867085 -2.010234 3.848270  0.173
H -1.776398 3.743653 2.624956  0.113
H -1.462943 5.439265 0.837558  0.101
H -1.309025 4.767967 -1.508964  0.099
H -1.358089 2.398940 -2.166303  0.109
N -0.717108 -0.186639 -2.239267  0.069
H -0.717724 -0.910271 -2.944406  0.112
C 0.578417 0.470651 -2.128706  -0.179
C 1.650307 -0.355401 -1.399156  -0.148
H 2.245722 -0.949809 -2.094611  0.110
C 2.568192 0.579659 -0.600633  -0.194
N 1.768455 1.319388 0.361906  -0.174
C 2.127285 2.713847 0.554156  -0.155
H 2.289493 3.186092 -0.416696  0.124
C 3.366558 2.877560 1.441758  -0.189
O 3.173847 2.258890 2.694767  -0.128
C 2.871696 0.887990 2.546056  -0.186
C 1.635746 0.677936 1.661688  -0.148
H 1.453693 -0.389629 1.525543  0.123
H 0.768014 1.118988 2.160401  0.116
H 2.692122 0.505982 3.551697  0.128
H 3.741502 0.364557 2.115080  0.118
H 3.560663 3.930797 1.650019  0.125
H 4.246773 2.441106 0.940413  0.124
H 1.275832 3.199921 1.041212  0.117
H 3.037656 1.285218 -1.290574  0.125
H 3.365965 -0.013174 -0.132225  0.117
H 1.161175 -1.036591 -0.699758  0.098
H 0.899427 0.723055 -3.140734  0.129
H 0.458005 1.391429 -1.558361  0.076
H -2.056210 -2.480480 -2.892166  0.115
H -2.328824 -3.761204 -1.730903  0.105
H -0.254132 -5.089060 -0.784342  0.070
H 0.318034 -3.550310 -0.128994  0.070
H 1.345817 -4.492200 -1.209013  0.074

Force components x, y, z for each atom (eV/Å):
0.01 0.10 -0.22
-0.11 -0.14 0.11
0.05 0.06 -0.06
0.01 0.01 -0.07
0.34 0.18 -0.08
0.08 0.27 -0.28
-0.16 -0.71 -0.32
0.02 -0.32 0.43
-0.07 0.97 0.40
-0.03 -0.02 -0.16
0.03 0.01 -0.14
-0.02 0.10 0.12
0.03 -0.01 -0.05
0.15 -0.19 -0.81
-0.15 -0.39 0.47
0.10 0.31 0.00
0.15 -0.19 -0.95
-0.01 0.38 0.55
0.01 0.03 0.07
-0.02 -0.08 -0.03
-0.02 -0.05 -0.04
0.02 -0.07 -0.05
-0.16 -0.09 0.50
-0.08 -0.10 0.28
-0.02 0.03 0.13
-0.01 0.08 0.03
0.01 0.04 -0.07
0.07 -0.03 -0.06
-0.59 -0.11 -0.18
-0.07 0.06 0.16
0.48 0.03 0.22
0.07 0.32 -0.03
-0.03 -0.13 0.00
-0.18 -0.24 -0.05
0.07 0.02 -0.02
0.24 0.11 0.23
-0.03 0.05 0.00
-0.17 0.13 -0.31
-0.07 0.07 0.09
-0.18 -0.28 -0.12
0.19 0.06 0.26
-0.07 -0.06 0.05
0.00 -0.11 0.05
0.03 -0.07 -0.06
-0.05 0.03 0.07
0.04 -0.03 -0.08
-0.03 0.06 0.04
0.04 0.09 -0.04
0.08 0.02 0.04
0.05 0.11 -0.07
0.00 -0.10 0.02
-0.03 0.05 0.04
0.07 -0.08 -0.20
-0.10 -0.10 -0.01
-0.08 0.03 -0.07
-0.04 -0.11 0.07
0.03 0.03 0.14
0.09 -0.05 0.06

Properties
- E_HOMO: -7.57 eV
- LUMO: 0.1 eV
- Strongest force on any atom: 1.1 eV/Å
- SMILES: CCCc1c(C)c(C#N)c2nc3ccccc3n2c1NCCCN1CCOCC1
- Kohn-Sham gap: 7.630 eV

---

The following is a DFT calculation (ωB97M-V with the def2-TZVPD basis set) of an isolated molecule of C5H9N3 at a distorted geometry.

Each line ends with the Löwdin charge.
Atoms and positions in Å:
C -2.771461 -0.079479 0.767952  0.059
C 0.767718 -0.589284 0.714732  -0.299
C 1.135021 0.919096 0.708861  -0.188
C 1.209067 0.046122 -1.435992  -0.172
C 0.613980 -1.039305 -0.617516  -0.218
H -2.979289 -1.087284 1.020663  0.048
H -3.422565 0.715708 0.701106  0.026
H 0.904818 -1.124766 1.568170  0.107
H 2.217125 1.202773 0.972391  0.120
H 0.416575 1.853450 1.172862  0.180
H 0.146388 1.476454 -0.589877  -0.037
H 2.520260 0.046975 -1.319877  0.186
H 0.935771 0.332091 -2.652513  0.171
H 0.989789 -2.085734 -0.858076  0.154
N -1.541921 0.102764 0.160215  0.007
N -0.540540 -0.944573 0.371645  -0.023
N 1.017489 1.288585 -0.652297  -0.120

Force components x, y, z for each atom (eV/Å):
7.58 -1.40 -3.54
0.26 3.91 3.08
1.09 2.80 1.76
2.91 3.74 -2.87
1.04 -3.27 -1.11
-0.56 -0.69 1.03
-1.39 1.45 -0.15
1.93 -1.60 2.14
-1.43 -1.13 0.55
1.86 -3.30 -0.07
-7.79 1.97 -1.45
-3.75 -1.02 -0.85
0.62 -1.42 3.68
-1.11 1.29 0.22
-3.15 0.49 2.54
-3.85 -0.38 -2.89
5.74 -1.45 -2.08

Properties
- E_HOMO: -8.48 eV
- LUMO: 0.6 eV
- Strongest force on any atom: 8.5 eV/Å
- SMILES: C=NN1[C@@H]2CNC[C@@H]21
- Kohn-Sham gap: 9.124 eV

---

The following is a DFT calculation (ωB97M-V with the def2-TZVPD basis set) of a structure of composition C17H16F9NO4PPdSTe.

Each line ends with the Löwdin charge.
Atoms and positions in Å:
Pd -0.235467 -0.539822 -0.124044  0.651
S 2.180326 -0.779811 3.553825  0.996
C 0.580986 -0.349525 4.002657  -0.423
C -0.237516 -0.208084 2.923796  -0.184
C 0.437979 -0.453371 1.691411  -0.281
C 1.749246 -0.776218 1.891907  -0.531
C 2.636857 -1.024398 0.771147  -0.289
C 4.027582 -1.049419 0.830994  -0.034
C 4.736934 -1.235354 -0.341195  -0.076
C 4.049676 -1.395945 -1.535870  -0.065
C 2.664684 -1.364283 -1.506320  -0.139
N 1.976496 -1.183248 -0.385706  0.069
H 0.327298 -0.239079 5.045112  0.057
H -1.275871 0.081710 2.989330  0.104
H 4.533187 -0.915082 1.778332  0.098
H 5.819876 -1.248535 -0.323975  0.102
H 4.566897 -1.531746 -2.475107  0.098
H 2.073376 -1.480087 -2.404875  0.053
F -1.216008 -4.226811 1.723355  0.153
C -2.287882 -3.482459 1.425261  -0.532
F -2.196789 -2.364210 2.163375  0.141
F -3.373739 -4.156871 1.876011  0.132
C -2.335649 -3.148907 -0.109066  -0.388
O -1.201790 -2.606102 -0.523883  -0.196
C -2.557091 -4.491609 -0.895444  -0.539
F -1.629956 -5.404670 -0.565530  0.148
F -2.448715 -4.290357 -2.213817  0.152
F -3.761303 -5.075076 -0.690810  0.130
C -3.559418 -2.208973 -0.377916  -0.543
F -3.692324 -1.977657 -1.691099  0.142
F -4.748567 -2.688617 0.056721  0.132
F -3.386903 -1.020071 0.217515  0.135
C 2.267568 4.121939 0.077712  -0.076
C 1.794371 2.727948 0.427265  -0.270
O 1.371745 2.017167 -0.752593  -0.309
P -0.179590 1.937343 -1.136684  0.058
O -1.039197 1.729608 0.077614  -0.378
Te -0.453634 0.191752 -2.738656  0.554
O -0.375078 3.403071 -1.771879  -0.294
C -1.633650 3.750475 -2.369366  -0.303
C -2.631432 4.219418 -1.332156  -0.083
H 2.434318 4.696475 0.992089  0.074
H 1.520837 4.637079 -0.524985  0.065
H 3.200037 4.091141 -0.487243  0.075
H 0.978118 2.742796 1.151508  0.110
H 2.601076 2.125495 0.847391  0.113
H -2.017588 2.891371 -2.926351  0.069
H -1.405908 4.538826 -3.087223  0.112
H -2.821038 3.432533 -0.603059  0.065
H -3.573176 4.485046 -1.818050  0.073
H -2.254167 5.095219 -0.801444  0.075

Force components x, y, z for each atom (eV/Å):
0.32 0.07 0.12
0.11 0.06 0.28
-0.05 0.04 -0.06
0.10 0.21 -0.04
-0.63 -0.72 0.26
0.26 0.16 -0.21
-0.10 -0.06 0.21
0.07 -0.10 -0.05
0.01 0.00 0.00
-0.01 -0.02 0.04
-0.02 -0.09 0.00
-0.13 0.22 -0.12
0.01 0.01 0.00
-0.02 -0.08 0.01
-0.02 0.02 0.00
0.00 0.00 -0.01
0.00 -0.02 0.00
0.01 0.06 -0.01
-0.06 0.06 0.00
-0.05 -0.07 0.00
-0.06 -0.03 -0.05
0.11 0.01 0.00
0.22 -0.09 0.01
0.00 0.06 0.30
-0.06 0.00 -0.05
-0.03 0.02 0.00
-0.02 0.00 0.04
0.03 0.02 0.01
-0.06 0.06 -0.06
-0.02 -0.02 0.07
0.06 0.04 0.01
0.01 -0.02 -0.04
0.04 0.08 0.01
-0.07 -0.19 -0.04
0.22 0.26 -0.02
0.21 -0.18 -0.46
0.02 -0.23 0.08
-0.26 0.28 -0.38
-0.14 0.20 0.04
0.00 -0.01 0.03
-0.04 0.03 0.04
0.04 -0.01 -0.01
-0.04 0.00 0.04
-0.01 -0.02 -0.02
-0.04 0.01 -0.02
0.00 0.03 0.05
0.02 -0.03 0.02
0.01 0.01 0.01
0.00 -0.01 -0.02
0.02 0.00 0.00
0.00 0.00 -0.01

Properties
- E_HOMO: -4.69 eV
- LUMO: 2.4 eV
- Strongest force on any atom: 1.0 eV/Å
- Kohn-Sham gap: 7.089 eV
- Net charge: -1